No. 1
128
Properties=species:S:1:pos:R:3:forces:R:3 method="wB97M-V/def2-TZVPD" charge=-1 gap_ev=5.02
Cs 0.735828 0.726220 0.305428 -0.6525 -0.5635 -1.1020
As 1.933708 0.696081 3.716307 0.2947 0.0753 0.1325
As 4.034766 0.390102 1.123268 0.4199 -0.0488 0.3369
P 0.873392 -2.535304 0.491057 -0.3061 -0.5342 -0.0188
P -2.647856 1.825900 -0.011512 0.0406 -0.3161 0.0149
P -0.243038 0.086945 -3.362794 -0.1160 -0.1716 0.2439
Si -1.744594 -1.210404 -0.782623 -0.5719 -0.3373 -0.1190
N 2.127289 2.708138 1.327445 0.6913 1.1735 0.5923
N 1.823871 4.796040 0.058363 0.0928 0.0341 0.2411
N 2.334964 7.064326 0.931132 -0.0152 0.0409 0.0396
C 0.695870 -3.906548 3.061699 -0.0460 -0.0488 0.0307
C -4.901045 -1.659666 2.079508 -0.0219 0.0335 0.0238
C 1.377461 -1.763376 -4.586808 -0.0171 -0.1027 0.0330
C -2.486182 -4.070097 -1.278629 -0.0084 0.1182 0.0037
C -2.316836 3.028866 1.371856 -0.1544 0.0176 0.1645
C -0.420411 -3.730599 -0.098753 -0.0484 0.2064 -0.0823
C -4.007076 -0.688149 -4.967464 -0.0041 -0.0281 0.0513
C -1.443431 2.423549 2.471750 -0.0065 -0.1021 -0.0646
C 0.679332 -2.559917 2.344919 -0.0151 -0.0622 0.1000
C 2.110202 5.984446 0.573718 -0.0159 -0.1104 -0.1658
C -0.400088 1.940137 -3.431995 -0.0231 0.1330 -0.0102
C 5.381669 2.852294 4.966880 -0.0392 -0.0007 0.0499
C -5.155402 3.266574 -0.171349 -0.1353 0.0396 0.0151
C -4.004001 -1.370451 -2.670984 0.0911 0.0360 0.1061
C 0.761605 -0.387825 -4.856694 0.0209 0.0525 -0.2330
C -2.680510 -0.312061 -4.834750 0.1074 0.0333 -0.0112
C 3.720134 1.539765 3.799582 -0.1399 -0.0945 -0.0126
C -5.147065 -0.351367 2.473458 0.0317 -0.0657 -0.0404
C 2.016024 3.741925 0.791854 0.0082 0.2923 -0.1914
C 0.978172 1.840280 4.987073 0.0124 0.0091 -0.0123
C -3.984527 -1.923596 1.071143 0.1025 0.0256 -0.0269
C -0.318309 -5.120211 0.051931 0.0731 0.0757 0.0284
C 4.599438 1.400440 2.721613 -0.1160 -0.1237 -0.1323
C -3.270474 -0.910187 0.412373 0.0579 0.2414 -0.0681
C -4.406654 2.027770 -2.198208 -0.0623 -0.0871 -0.0323
C 4.125543 2.264924 4.917084 0.0193 -0.0308 -0.0830
C 2.863977 -4.778900 0.342762 0.0274 -0.0750 -0.0214
C -3.557106 0.427821 0.809215 0.0521 -0.0663 -0.1071
C -2.657303 -1.015424 -2.503415 0.1307 -0.0200 -0.1411
C 3.113403 -2.774955 -1.088703 -0.0280 0.0351 -0.1215
C 2.352636 -0.764482 4.972658 0.0002 0.0444 0.0088
C -1.651893 4.281425 0.799536 0.0506 0.1213 -0.0332
C -2.357584 -5.443418 -1.158605 0.0539 -0.0619 0.0295
C -4.671798 -1.227130 -3.874683 -0.0333 0.0427 -0.0664
C -0.951829 2.602590 -4.689523 0.0018 0.0641 -0.0742
C 4.855454 1.500728 -0.267852 0.0141 -0.0663 0.0268
C -4.475466 0.677562 1.830515 0.0351 0.1161 -0.0409
C -3.942380 2.776416 -0.955036 -0.0302 0.1254 0.0438
C -0.587200 -1.791009 2.735535 0.0728 -0.0071 -0.0355
C -1.551999 -3.170831 -0.743720 0.0645 0.0032 0.1140
C 5.446685 -0.981878 1.215955 0.0218 0.0571 -0.0314
C 0.178322 -0.379476 -6.270117 -0.0154 -0.0412 -0.0858
C 5.861750 1.981860 2.785125 -0.0443 -0.0037 0.0371
C 0.942403 2.570284 -3.052141 0.0056 -0.0188 -0.0143
C -1.987831 -0.476129 -3.629245 -0.0249 -0.0396 0.2160
C -1.273277 -5.975263 -0.471149 -0.0479 0.0551 -0.0230
C 6.253510 2.710353 3.898731 0.0241 -0.0128 -0.0448
C 2.568920 -3.281563 0.248891 0.1213 -0.1693 0.0398
H -3.799165 -2.958525 0.800306 0.0038 0.0108 -0.0121
H 1.687393 2.407457 -3.836372 0.0113 0.0268 0.0108
H 2.019912 -2.067530 -5.418175 0.0134 0.0057 0.0016
H -0.122636 -4.542045 2.716440 0.0074 0.0096 -0.0141
H -5.810530 3.847882 -0.828007 0.0254 0.0086 -0.0042
H 2.539433 -3.192845 -1.920575 -0.0161 -0.0278 0.0286
H -4.897472 3.906538 0.673858 0.0450 -0.0085 -0.0136
H 7.233075 3.171460 3.926786 0.0002 0.0041 0.0069
H 3.124199 -2.772248 1.048939 0.0140 -0.0099 -0.0136
H 1.409487 1.788835 5.986212 -0.0442 0.0190 0.0205
H 1.450903 -1.346818 5.165680 0.0058 -0.0095 0.0255
H -1.484206 -2.284695 2.355301 0.0038 0.0007 -0.0130
H -0.438860 2.193736 2.107989 -0.1372 0.2071 0.1892
H -5.019459 1.167571 -1.924379 -0.0018 -0.0333 0.0291
H -2.339001 4.878942 0.198432 -0.0211 -0.0193 0.0031
H -3.348985 -3.679291 -1.808662 0.0429 -0.0086 0.0194
H 3.452488 2.386027 5.756765 0.0201 0.0166 0.0132
H -1.101470 2.129631 -2.609142 0.0093 -0.0365 0.0189
H -0.275181 2.467621 -5.537289 -0.0012 -0.0065 0.0209
H -5.713616 -1.516765 -3.957913 -0.0007 0.0001 0.0018
H 6.431773 -0.534358 1.350932 0.0128 -0.0216 -0.0058
H 0.517866 -5.544311 0.588190 -0.0331 -0.0094 -0.0058
H 0.599136 -2.524490 -4.476624 -0.0231 0.0239 -0.0100
H -1.876010 1.508652 2.884282 -0.0140 -0.0046 -0.0165
H 5.942267 1.498331 -0.187049 0.0009 0.0335 -0.0345
H 0.558050 -3.757348 4.137897 0.0139 0.0109 -0.0037
H -5.743067 2.427612 0.207338 0.0313 -0.0137 -0.0329
H -3.583408 1.651969 -2.806229 0.0590 0.0231 0.0178
H -4.660038 1.700005 2.142045 -0.0218 -0.0314 0.0241
H -0.276109 0.569417 -6.551733 0.0285 0.0140 0.0371
H -4.516540 -0.550093 -5.913714 -0.0101 -0.0020 -0.0002
H -5.848527 -0.133306 3.269591 -0.0049 -0.0039 0.0038
H -1.049498 3.681359 -4.532535 0.0010 -0.0104 0.0312
H 1.631649 -4.448603 2.926746 0.0040 0.0336 -0.0185
H 0.995929 2.867584 4.624910 0.0053 0.0002 -0.0078
H -0.589759 -0.767952 2.353506 -0.0677 -0.0685 0.0118
H -1.316074 3.140931 3.285784 -0.0365 0.0057 0.0061
H 6.546114 1.880899 1.950439 0.0089 0.0048 0.0085
H 4.568244 1.090584 -1.237051 0.0377 0.0268 -0.0207
H 5.237732 -1.649403 2.052389 0.0215 -0.0089 0.0042
H -0.577419 -1.158777 -6.385144 0.0273 -0.0083 0.0288
H 4.155421 -3.079421 -1.225086 0.0084 0.0020 0.0080
H 2.749847 -0.371751 5.909020 -0.0009 -0.0197 0.0105
H 3.097438 -1.415669 4.513387 -0.0032 -0.0243 0.0207
H -4.550398 -1.754426 -1.814649 -0.0054 0.0081 -0.0041
H -1.934442 2.223148 -4.967782 -0.0001 -0.0330 0.0234
H 1.573969 0.349538 -4.821820 -0.0025 -0.0008 -0.0114
H 5.673250 3.425691 5.838380 0.0138 0.0015 -0.0055
H -0.788544 4.045644 0.171029 -0.0151 -0.0682 0.0115
H -5.420178 -2.479170 2.564621 0.0043 -0.0039 0.0035
H -3.105725 -6.098853 -1.590549 -0.0007 -0.0075 0.0066
H -2.183744 0.128610 -5.686245 -0.0403 -0.0005 0.0139
H -1.167793 -7.046486 -0.346926 -0.0058 -0.0060 -0.0021
H -0.674159 -1.735489 3.825557 0.0028 -0.0073 0.0037
H 0.850830 3.647117 -2.896550 -0.0296 0.0018 -0.0270
H 3.942944 -4.942087 0.254867 0.0018 0.0083 0.0113
H -5.020980 2.686794 -2.818697 0.0063 -0.0100 -0.0086
H -3.268830 3.321777 1.824994 0.0445 0.0003 0.0650
H 4.472921 2.515400 -0.180824 -0.0165 0.0012 -0.0009
H 2.388972 -5.322199 -0.476128 0.0194 0.0337 -0.0162
H 0.971757 -0.593170 -6.993385 0.0119 0.0121 0.0073
H -1.279993 4.924012 1.601912 -0.0381 -0.0158 0.0264
H 1.968035 -1.771701 -3.671419 -0.0140 0.0521 0.0088
H 5.430881 -1.562241 0.293108 0.0262 -0.0232 -0.0006
H 3.056097 -1.687387 -1.176365 -0.0111 -0.0016 0.0651
H 2.539142 -5.235714 1.275876 0.0021 0.0356 0.0116
H -3.369784 3.651099 -1.285090 -0.0242 0.0030 -0.0443
H 1.339862 2.148227 -2.128980 0.0640 0.0237 -0.0518
H -0.057094 1.500707 5.020072 -0.0004 0.0058 0.0468
H 1.548507 -1.979162 2.675949 -0.0192 -0.0030 0.0153

---

No. 2
49
Properties=species:S:1:pos:R:3:forces:R:3 method="wB97M-V/def2-TZVPD" charge=-1 gap_ev=5.50
Cl 8.827740 0.709168 -3.082400 -0.0003 -0.0183 -0.0033
Cl 3.590767 3.549139 -0.676499 -0.0007 0.0089 -0.0113
Cl -2.945741 -3.833591 -0.075904 -1.0153 -0.9641 0.6899
Cl 3.171717 0.744587 1.233733 0.0786 -0.0652 -0.0440
Cl -5.984918 -4.316739 1.433457 -0.0019 0.0049 -0.0259
Cl 6.975372 0.645822 -0.211768 0.0440 0.0046 0.0458
P -2.146149 -1.370216 -1.037945 0.0105 -0.1674 0.1706
Al -2.316530 0.545748 0.337120 -0.0727 0.2893 -0.1928
O -0.360917 3.722835 1.950799 -0.5053 -0.0623 0.0801
O -1.340123 3.596737 -0.241937 0.1672 0.7081 0.5933
O -4.412514 -0.907161 1.765805 -0.0499 0.1098 0.5729
O -5.144004 -0.426203 0.638477 -0.0448 -0.1541 -0.3671
C 6.799150 1.774822 -1.578199 -0.0869 0.0904 -0.0060
C 3.666437 2.357686 1.794043 0.0717 0.0004 0.0659
C -3.508543 -5.313878 0.819114 0.3798 0.0342 -0.2322
C 7.097978 1.120634 -2.900653 -0.0819 0.0219 -0.0638
C -0.551068 -2.276017 -0.697731 0.3787 0.2216 -0.8136
C 3.003770 3.461334 1.012297 -0.0962 0.0491 0.1248
C -0.533659 1.419801 0.844544 -0.1563 0.3927 0.4314
C -2.202779 -1.028349 -2.870049 0.0076 0.2689 0.2504
C -4.982611 -5.558058 0.633365 -0.0401 -0.1350 0.0223
C -3.350825 0.026524 2.029373 0.3926 0.1481 -0.9373
B -0.739925 2.944212 0.852829 -0.0395 -0.5984 -0.3067
H -2.953133 -6.168456 0.427687 -0.0473 -0.0276 0.0003
H -2.297454 3.602101 -0.129812 -0.0531 -0.3501 -0.4620
H -5.344281 0.498240 0.852984 0.0899 -0.0319 0.1667
H 4.751797 2.414703 1.733881 -0.0057 -0.0224 -0.0728
H 6.849785 1.805463 -3.709577 0.0258 0.0294 0.0198
H -0.442275 -2.473639 0.368268 -0.0539 0.2176 0.0326
H 1.925528 3.334200 0.984940 0.0108 -0.0461 -0.0483
H 0.348480 -1.782005 -1.080308 0.0022 0.1351 0.2145
H -3.254288 -5.187803 1.869654 -0.0523 0.0561 0.0071
H -1.424119 -1.553768 -3.425408 0.0808 0.0794 0.0635
H 7.452638 2.624751 -1.397429 0.0519 -0.0446 0.0089
H -3.795724 0.931016 2.482303 0.1351 -0.0982 0.3259
H -3.170537 -1.379676 -3.231245 0.0510 -0.0096 -0.0598
H -0.928508 4.502318 1.969809 0.3442 0.2470 -0.1033
H 3.371968 2.434906 2.839669 -0.0758 0.0296 -0.0243
H -5.247964 -5.569235 -0.421597 0.0071 0.0967 0.0007
H -0.598153 -3.255421 -1.181548 0.0221 0.0156 -0.0019
H -2.151766 0.046272 -3.055426 0.1569 -0.0598 -0.1967
H -2.662243 -0.457242 2.726612 -0.3115 -0.0950 0.2312
H -0.257514 1.068046 1.844603 0.3711 -0.1083 -0.1679
H 3.228756 4.422470 1.471400 0.0398 -0.0043 -0.0167
H 6.523036 0.207509 -3.029346 0.0507 -0.0356 0.0444
H -3.246914 1.617818 -0.482802 -0.0191 0.0813 0.0198
H 0.206181 1.122738 0.095707 -0.1497 -0.2031 -0.0423
H -5.263528 -6.515911 1.071604 0.0061 0.0130 0.0233
H 5.767605 2.121768 -1.566498 -0.0160 -0.0516 -0.0060

---

No. 3
32
Properties=species:S:1:pos:R:3:forces:R:3 method="wB97M-V/def2-TZVPD" charge=-4 gap_ev=2.91
Zn -2.213876 -0.287535 1.132445 -3.2055 -0.2518 -0.5449
S -1.223966 3.443825 -0.755375 -4.2964 0.2029 -3.0343
S -3.040686 -1.992415 3.983625 1.0060 -0.0004 -1.1501
S -4.319096 -0.545045 -1.540885 -3.0184 3.2806 1.2329
O -2.976596 -0.950475 -1.408125 6.7372 -3.2682 0.2758
O -2.430156 -0.682265 3.822685 3.4154 4.3153 0.8645
O -0.941656 3.302165 -2.189955 3.2450 -0.8628 -1.2003
O -4.566036 0.023275 -0.160465 -0.3931 -0.0320 2.2253
O -2.345966 -2.961745 4.834765 0.5386 -0.0686 0.7186
O -0.545896 4.517205 -0.108005 3.4197 2.4305 1.7586
O -2.620296 3.780735 -0.823725 -3.4191 0.9773 1.3254
O -4.375096 -1.742005 4.351765 -4.4325 -0.2437 2.5697
O -3.017836 -2.382955 2.594795 0.5223 -2.7231 -4.8979
O -5.253136 -1.623595 -1.857085 -0.4556 -0.7922 -0.2708
O -4.385516 0.574015 -2.456535 -0.8726 0.3310 -1.6861
O -1.090526 2.207075 0.006665 1.5949 -3.4875 1.8771
N 1.558174 -0.634365 1.916955 1.3951 0.8313 0.5850
N 1.541854 -0.574235 -2.200165 2.9596 0.1423 -1.0938
C 3.768734 -0.434005 -2.651855 -1.4658 0.2328 -0.1188
C 2.062654 -1.847245 -2.452485 -2.0502 -0.1831 0.2859
C 3.395784 -1.802555 -2.748765 -0.2464 0.9845 0.2489
C 3.476514 0.933545 2.817225 -0.6603 0.1395 -1.1438
C 2.420104 0.021295 2.334425 -1.1864 -0.6983 0.0364
C 2.583754 0.304725 -2.390555 1.8926 -0.7066 0.2163
H 2.502434 1.378565 -2.309085 -0.4507 -0.1366 0.1773
H 4.198284 0.474875 3.493075 -0.1836 0.0233 -0.1296
H 1.368544 -2.673125 -2.402345 0.1495 -0.0609 -0.0300
H 0.613764 -0.207175 -2.045185 -0.4563 -0.5227 0.1111
H 4.809954 -0.181655 -2.788185 -0.2146 0.8340 -0.0334
H 3.920564 1.269365 1.880125 0.6464 -0.0457 0.1144
H 4.086764 -2.560945 -3.086105 -0.3584 -0.3617 0.3066
H 3.038444 1.852665 3.206335 -0.1565 -0.2794 0.4040

---

No. 4
45
Properties=species:S:1:pos:R:3:forces:R:3 method="wB97M-V/def2-TZVPD" charge=0 gap_ev=7.01
O -3.822225 2.173406 0.629384 -0.3904 0.1529 -0.1115
O 1.168713 -0.407895 2.637954 0.1836 0.1756 -0.2025
O -1.169467 -0.508438 -0.919058 -0.0218 -0.0208 0.1031
O -0.132909 -3.405940 2.439775 0.0661 -0.0259 0.1416
O -1.706522 2.130910 0.236694 0.2039 0.1249 -0.2013
O 0.771567 1.777191 2.387606 0.0328 0.3264 -0.2156
O 2.536930 -0.253262 -5.182010 0.0130 -0.1211 0.1890
N -0.351026 -2.051114 0.591655 0.1539 -0.2860 -0.1849
N 1.156254 1.703653 -0.268709 -0.1091 0.2397 0.2921
N -2.711218 1.718767 0.766848 0.0039 0.2165 -0.0517
C -1.541597 -1.422076 2.440027 -0.3830 0.5996 -0.0751
C -2.121789 -1.314316 3.686725 0.0713 -0.0699 -0.1845
C 2.244745 -0.458309 -2.882408 -0.0382 0.1971 -0.2752
C 1.876061 0.079239 -1.648676 -0.1486 0.5768 -0.0105
C 2.011653 -1.883714 0.035893 -0.1772 -0.0100 0.0193
C 1.348179 0.567482 0.480814 0.4708 -0.3200 -0.6371
C 2.160578 0.338925 -4.009004 0.0556 -0.2900 0.2851
C 1.432730 1.425268 -1.566687 0.2547 -0.4859 -0.3157
C -3.172923 0.733311 2.955363 0.0187 0.2087 -0.3483
C -2.556632 0.628623 1.708381 0.1540 -0.9309 0.7826
C 2.448339 0.482715 -6.376570 -0.0047 0.0895 -0.1536
C -0.587601 -2.433266 1.904332 -0.1437 -0.0618 -0.0676
C 1.814161 -0.456832 -0.337584 -0.0455 0.3474 0.6788
C 0.691337 -2.640335 -0.214334 0.2681 -0.1100 -0.0590
C 1.712960 1.670339 -3.911681 -0.0067 0.0416 -0.1115
C 1.351005 2.220519 -2.703063 -0.0275 0.0268 -0.0271
C -1.061264 -0.927286 0.204006 -0.3396 -0.0026 -0.3685
C -1.761885 -0.471227 1.441833 -0.2416 0.0906 0.4214
C -2.958699 -0.228258 3.927924 0.1190 -0.1089 -0.0497
C 1.108927 0.558309 1.905732 -0.0428 -0.1909 0.9299
H 0.398030 -2.554058 -1.262829 -0.0113 -0.0843 0.0924
H 0.676243 2.519410 0.073512 0.0228 -0.0745 -0.0241
H 2.588251 -1.475316 -2.980170 0.0571 -0.1580 -0.0410
H 1.004169 3.240187 -2.642441 -0.0300 0.1266 -0.0387
H 0.788715 -3.688369 0.074413 -0.0596 0.0781 -0.0936
H -3.437094 -0.122688 4.889340 -0.0379 0.0297 0.0719
H 2.269923 -1.967811 1.092067 0.0695 -0.0858 -0.0865
H -1.924203 -2.054916 4.445106 0.0185 -0.0840 0.0876
H 2.779765 -0.194840 -7.162244 -0.0334 0.0953 0.0143
H 3.102482 1.360986 -6.361168 -0.0397 -0.0209 -0.0026
H 2.796971 -2.333719 -0.571028 0.0656 -0.0381 0.0160
H 1.645737 2.281202 -4.797703 0.0009 0.0435 -0.0805
H -3.805009 1.586795 3.150667 -0.0408 0.0403 0.0067
H 0.658931 1.720658 3.348214 0.0313 -0.2542 -0.1209
H 1.420059 0.796861 -6.583272 0.0378 0.0070 0.0070